one:
C27H22GeN3Pd | wB97M-V/def2-TZVPD

Summary:
Charge ... +1
HOMO level ... -0.400 Ha
Gap between HOMO and LUMO ... 7.05 eV

Structure (XYZ):
```
54
Properties=species:S:1:pos:R:3:lowdin_charge:R:1
Pd -0.90 0.20 -0.92 0.796
C -1.51 -4.01 -1.02 -0.010
C -0.45 -4.40 -1.82 -0.017
C 0.38 -3.43 -2.36 0.019
C 0.15 -2.09 -2.05 -0.179
N -0.87 -1.73 -1.23 -0.065
C -1.69 -2.66 -0.76 -0.114
C 0.98 -0.96 -2.55 -0.182
C 2.28 -1.00 -3.03 0.029
C 2.92 0.20 -3.30 -0.011
C 2.31 1.42 -3.01 0.030
C 1.00 1.39 -2.53 -0.184
N 0.36 0.22 -2.44 0.004
C 0.20 2.52 -2.00 -0.176
C 0.40 3.85 -2.34 0.021
C -0.44 4.82 -1.81 -0.018
C -1.46 4.43 -0.96 -0.010
C -1.59 3.09 -0.64 -0.102
N -0.79 2.17 -1.14 -0.055
H -2.20 -4.73 -0.60 0.123
H -0.29 -5.44 -2.04 0.121
H 1.19 -3.71 -3.01 0.119
H -2.52 -2.31 -0.15 0.115
H 2.80 -1.94 -3.17 0.120
H 3.92 0.20 -3.70 0.122
H 2.84 2.35 -3.12 0.121
H 1.18 4.13 -3.04 0.121
H -0.33 5.86 -2.09 0.121
H -2.15 5.15 -0.55 0.120
H -2.37 2.74 0.03 0.102
Ge -1.64 0.23 1.29 0.845
C -0.23 1.49 1.90 -0.382
C 1.03 1.30 1.35 -0.169
C 2.11 2.05 1.78 -0.086
C 1.92 3.04 2.73 -0.086
C 0.66 3.29 3.22 -0.083
C -0.41 2.51 2.81 -0.120
C -1.24 -1.55 2.08 -0.377
C -2.11 -2.23 2.92 -0.120
C -1.83 -3.52 3.33 -0.080
C -0.67 -4.15 2.89 -0.083
C 0.21 -3.48 2.06 -0.089
C -0.08 -2.19 1.66 -0.165
H -2.94 0.71 1.93 -0.049
H 1.19 0.51 0.59 0.068
H 3.10 1.85 1.40 0.102
H 2.77 3.61 3.09 0.105
H 0.50 4.08 3.94 0.105
H -1.40 2.69 3.22 0.096
H -3.01 -1.74 3.25 0.095
H -2.51 -4.04 3.98 0.105
H -0.46 -5.17 3.20 0.105
H 1.11 -3.97 1.72 0.105
H 0.61 -1.67 1.00 0.081
```

two:
C27H22GeN3Pd | wB97M-V/def2-TZVPD

Summary:
Charge ... +1
HOMO level ... -0.398 Ha
Gap between HOMO and LUMO ... 7.16 eV

Structure (XYZ):
```
54
Properties=species:S:1:pos:R:3:lowdin_charge:R:1
Pd -0.45 0.58 0.48 0.717
C 2.04 0.10 -3.02 -0.020
C 3.10 0.91 -2.70 -0.021
C 3.01 1.71 -1.56 0.011
C 1.88 1.64 -0.77 -0.184
N 0.84 0.82 -1.09 -0.027
C 0.92 0.09 -2.20 -0.096
C 1.71 2.43 0.48 -0.192
C 2.14 3.73 0.71 0.024
C 1.69 4.37 1.86 -0.012
C 0.79 3.75 2.71 0.023
C 0.41 2.44 2.43 -0.190
N 0.95 1.81 1.38 0.030
C -0.63 1.63 3.11 -0.179
C -1.02 1.84 4.42 0.012
C -1.96 1.00 4.99 -0.022
C -2.48 -0.04 4.23 -0.017
C -2.07 -0.18 2.91 -0.121
N -1.19 0.65 2.36 -0.050
H 2.06 -0.53 -3.91 0.121
H 3.99 0.93 -3.31 0.123
H 3.83 2.35 -1.27 0.125
H 0.05 -0.52 -2.43 0.102
H 2.77 4.25 0.00 0.125
H 2.00 5.39 2.06 0.123
H 0.35 4.29 3.54 0.122
H -0.56 2.63 5.00 0.122
H -2.29 1.14 6.01 0.123
H -3.19 -0.74 4.65 0.121
H -2.48 -0.95 2.28 0.096
Ge -2.53 0.11 -0.52 0.851
C -2.96 -1.70 -1.20 -0.372
C -2.03 -2.73 -1.32 -0.143
C -2.44 -4.01 -1.68 -0.090
C -3.78 -4.26 -1.93 -0.083
C -4.71 -3.24 -1.82 -0.081
C -4.30 -1.96 -1.45 -0.127
C -3.02 1.57 -1.74 -0.371
C -2.66 1.61 -3.09 -0.126
C -3.06 2.66 -3.90 -0.088
C -3.83 3.69 -3.37 -0.086
C -4.19 3.67 -2.03 -0.086
C -3.78 2.62 -1.23 -0.143
H -3.62 0.29 0.58 -0.028
H -0.98 -2.54 -1.11 0.079
H -1.71 -4.80 -1.77 0.104
H -4.10 -5.26 -2.21 0.106
H -5.76 -3.43 -2.01 0.106
H -5.03 -1.16 -1.37 0.100
H -2.07 0.81 -3.51 0.091
H -2.78 2.68 -4.94 0.104
H -4.15 4.51 -4.01 0.105
H -4.79 4.47 -1.62 0.104
H -4.08 2.60 -0.18 0.084
```

Here is how they stack up, most stable first: two, one.

one:
C2H5O2S | wB97M-V/def2-TZVPD

Summary:
Charge ... -1
HOMO level ... -0.120 Ha
Gap between HOMO and LUMO ... 7.42 eV

Structure (XYZ):
```
10
Properties=species:S:1:pos:R:3:lowdin_charge:R:1
C 1.58 -0.66 0.47 -0.625
S 1.83 0.85 -0.57 0.227
H 1.21 -1.48 -0.14 -0.009
H 2.52 -0.95 0.93 -0.017
H 0.88 -0.41 1.26 -0.008
O -2.88 0.65 0.49 -0.004
C -2.04 0.35 -0.33 -0.515
O -1.05 1.08 -0.72 -0.081
H -2.07 -0.61 -0.87 0.118
H 0.01 1.18 -0.53 -0.085
```

two:
C2H5O2S | wB97M-V/def2-TZVPD

Summary:
Charge ... -1
HOMO level ... -0.152 Ha
Gap between HOMO and LUMO ... 7.48 eV

Structure (XYZ):
```
10
Properties=species:S:1:pos:R:3:lowdin_charge:R:1
C 1.39 1.00 -0.80 -0.395
S -0.23 1.79 -1.62 0.459
H 1.59 0.33 -1.73 0.024
H 2.18 1.67 -0.35 0.030
H 1.13 0.38 0.05 -0.041
O -0.33 -0.58 0.94 -0.221
C -0.61 -1.79 1.36 -0.573
O -0.11 -2.52 2.30 -0.189
H -1.57 -2.20 0.95 0.075
H -0.77 0.68 -2.26 -0.170
```

Here is how they stack up, most stable first: one, two.

one:
C2H15NO4 | wB97M-V/def2-TZVPD

Summary:
SMILES string ... CCN.O.O.O.O
HOMO level ... -0.362 Ha
Gap between HOMO and LUMO ... 10.18 eV

Structure (XYZ):
```
22
Properties=species:S:1:pos:R:3:lowdin_charge:R:1
C 0.74 0.97 2.58 -0.107
C 1.17 -0.23 1.75 -0.282
N 0.20 -0.39 0.62 -0.039
H -0.30 1.03 2.90 0.067
H 0.96 1.87 2.01 0.075
H 1.36 1.09 3.48 0.068
H 1.17 -1.19 2.27 0.107
H 2.08 0.10 1.24 0.100
H 0.55 -1.18 0.09 0.085
H 0.26 0.40 -0.02 0.053
H 5.48 -1.88 -1.59 0.018
H 4.36 -1.87 -2.57 0.035
O 5.23 -2.25 -2.43 -0.053
H -3.42 0.35 -0.48 -0.022
H -4.58 0.32 -1.54 0.028
O -3.64 0.31 -1.41 -0.058
H -0.65 1.91 -2.30 0.045
H -1.65 1.05 -1.80 0.032
O -0.89 1.56 -1.43 -0.073
H -2.73 -0.77 1.49 0.038
H -1.44 -0.17 0.81 -0.017
O -2.40 0.01 1.05 -0.099
```

two:
C2H15NO4 | wB97M-V/def2-TZVPD

Summary:
SMILES string ... CCN.O.O.O.O
HOMO level ... -0.367 Ha
Gap between HOMO and LUMO ... 10.47 eV

Structure (XYZ):
```
22
Properties=species:S:1:pos:R:3:lowdin_charge:R:1
C -0.50 1.89 0.87 -0.089
C 0.79 1.06 0.76 -0.315
N 0.78 -0.22 0.06 -0.007
H -0.85 2.00 -0.19 0.064
H -0.30 2.91 1.23 0.075
H -1.37 1.50 1.41 0.068
H 1.05 0.70 1.78 0.104
H 1.62 1.71 0.45 0.108
H 1.78 -0.35 -0.16 0.083
H 0.44 0.03 -0.84 0.061
H 4.36 -2.45 -0.73 0.051
H 3.92 -1.09 -0.13 0.038
O 3.64 -1.80 -0.74 -0.075
H -2.36 -0.72 0.50 0.028
H -3.18 -1.34 -0.70 0.051
O -3.04 -0.52 -0.20 -0.093
H -2.32 0.16 -1.92 0.068
H -1.57 0.46 -3.22 0.035
O -1.49 0.69 -2.28 -0.128
H -0.46 -1.57 2.15 0.036
H -0.18 -1.28 0.64 -0.038
O -0.78 -1.78 1.26 -0.124
```

Here is how they stack up, most stable first: one, two.

one:
C7H16NP | wB97M-V/def2-TZVPD

Summary:
HOMO level (spin up / spin down) ... -0.244 / -0.249 Ha
Gap between HOMO and LUMO (spin up / spin down) ... 6.64 / 6.66 eV

Structure (XYZ):
```
25
Properties=species:S:1:pos:R:3:lowdin_charge:R:1
C 1.54 0.10 0.22 0.018
C -1.62 1.75 0.75 -0.190
C -3.49 0.45 -0.62 -0.090
C -1.31 1.17 -1.51 -0.191
C 3.76 -1.03 0.16 -0.056
C 1.76 -2.14 1.05 -0.136
C -1.97 0.70 -0.27 -0.913
N 2.29 -0.96 0.39 -0.341
P -1.14 -0.92 0.40 0.879
H 2.16 0.81 -0.35 0.040
H -2.36 1.86 1.64 0.106
H -0.68 1.46 1.20 -0.002
H -1.21 2.69 0.29 0.081
H -4.08 0.49 0.28 0.070
H -3.79 1.21 -1.26 0.047
H -3.66 -0.48 -1.01 0.029
H -1.76 2.07 -1.85 0.058
H -0.21 1.30 -1.26 0.062
H -1.50 0.32 -2.25 0.094
H 4.21 -0.83 1.29 0.153
H 4.00 -2.12 -0.19 0.108
H 4.06 -0.44 -0.70 0.068
H 0.72 -2.01 1.21 -0.082
H 1.97 -3.10 0.47 0.121
H 2.29 -2.33 1.93 0.065
```

two:
C7H16NP | wB97M-V/def2-TZVPD

Summary:
HOMO level (spin up / spin down) ... -0.285 / -0.285 Ha
Gap between HOMO and LUMO (spin up / spin down) ... 7.38 / 7.39 eV

Structure (XYZ):
```
25
Properties=species:S:1:pos:R:3:lowdin_charge:R:1
C 1.77 2.45 -0.94 -0.400
C -2.43 -0.25 -0.40 -0.075
C -1.69 1.39 1.52 -0.080
C 2.10 -0.95 0.56 -0.127
C 0.74 -1.83 -1.33 -0.065
C -1.39 0.11 0.69 -0.452
C 0.71 -1.20 0.06 -0.529
N 0.07 0.11 0.23 -0.127
P 0.53 1.58 -1.61 0.941
H 1.91 3.44 -1.32 -0.025
H 2.26 2.04 -0.15 -0.064
H -2.14 0.12 -1.40 0.052
H -2.53 -1.36 -0.38 0.082
H -3.36 0.22 -0.11 0.056
H -1.36 2.41 1.12 0.083
H -1.08 1.55 2.43 0.076
H -2.71 1.41 1.55 0.023
H 2.69 -0.23 0.00 0.053
H 2.07 -0.48 1.58 0.089
H 2.64 -1.90 0.51 0.075
H 0.01 -2.54 -1.37 0.045
H 1.75 -2.20 -1.49 0.077
H 0.57 -1.09 -1.99 -0.013
H -1.35 -0.80 1.38 0.129
H 0.23 -2.01 0.85 0.176
```

Here is how they stack up, most stable first: two, one.

one:
C2H3Cl3N2 | wB97M-V/def2-TZVPD

Summary:
SMILES string ... N=C=NC(Cl)Cl.Cl
HOMO level ... -0.359 Ha
Gap between HOMO and LUMO ... 10.02 eV

Structure (XYZ):
```
10
Properties=species:S:1:pos:R:3:lowdin_charge:R:1
C 1.89 1.41 -0.39 -0.262
C -0.21 -0.12 0.14 -1.062
N 2.78 2.22 -0.36 0.162
N 0.98 0.73 0.19 -0.012
Cl -1.55 0.73 -0.72 0.518
Cl 0.22 -1.70 -0.65 0.517
Cl -3.75 -2.24 0.85 0.239
H -0.49 -0.17 1.17 0.053
H 3.37 2.58 -1.09 0.072
H -3.25 -3.45 0.84 -0.226
```

two:
C2H3Cl3N2 | wB97M-V/def2-TZVPD

Summary:
HOMO level ... -0.376 Ha
Gap between HOMO and LUMO ... 8.76 eV

Structure (XYZ):
```
10
Properties=species:S:1:pos:R:3:lowdin_charge:R:1
C -0.71 0.65 -0.05 -0.437
C 3.23 -0.57 0.54 -0.929
N -0.70 -0.52 0.23 0.151
N -0.83 1.75 -0.54 0.167
Cl 2.47 0.95 0.82 0.495
Cl 4.08 -0.49 -0.96 0.486
Cl -3.99 -1.78 0.22 0.290
H -0.07 2.15 -0.95 0.020
H -0.43 -0.87 1.12 0.071
H -3.05 -1.28 -0.43 -0.313
```

Here is how they stack up, most stable first: one, two.

one:
C15H18O2 | wB97M-V/def2-TZVPD

Summary:
SMILES string ... CCc1ccc(O)cc1.Cc1ccc(O)cc1
HOMO level ... -0.287 Ha
Gap between HOMO and LUMO ... 8.43 eV

Structure (XYZ):
```
35
Properties=species:S:1:pos:R:3:lowdin_charge:R:1
C 3.08 1.37 -3.35 -0.054
C -0.63 1.42 -3.61 0.007
C -0.97 2.79 -3.09 -0.359
C 0.64 1.02 -3.68 -0.078
C 1.69 1.92 -3.40 -0.278
C 0.10 3.62 -2.93 -0.042
C 1.44 3.25 -3.12 -0.033
O -2.17 3.03 -2.61 0.028
H -1.50 0.81 -3.98 0.125
H 0.93 0.03 -3.84 0.098
H 0.00 4.64 -2.75 0.089
H -2.52 4.00 -2.83 0.192
H 3.08 0.74 -2.41 0.110
H 3.88 2.01 -3.35 0.036
H 2.17 3.94 -2.87 0.095
H 3.38 0.69 -4.11 0.063
C 0.90 -0.93 3.05 -0.272
C 2.05 -1.87 3.37 -0.113
C -0.41 -1.47 2.93 -0.265
C -0.99 -2.53 3.75 -0.033
C -1.23 -0.79 2.00 -0.055
C -2.11 -3.20 3.37 0.006
C -2.37 -1.38 1.49 0.002
C -2.78 -2.56 2.22 -0.241
O -3.88 -3.26 1.75 0.022
H 0.96 0.16 3.61 0.169
H 1.26 -0.51 1.99 0.134
H 2.90 -1.52 2.83 0.056
H -0.43 -2.79 4.64 0.109
H -0.62 -0.09 1.50 0.091
H -2.52 -4.12 3.62 0.090
H -2.87 -1.02 0.63 0.100
H -4.63 -2.79 1.54 0.057
H 1.79 -2.93 3.25 0.088
H 2.38 -1.69 4.37 0.056
```

two:
C15H18O2 | wB97M-V/def2-TZVPD

Summary:
SMILES string ... CCc1ccc(O)cc1.Cc1ccc(O)cc1
HOMO level ... -0.300 Ha
Gap between HOMO and LUMO ... 8.90 eV

Structure (XYZ):
```
35
Properties=species:S:1:pos:R:3:lowdin_charge:R:1
C 0.02 0.38 -2.57 -0.202
C -0.22 0.05 -4.09 -0.081
C -0.77 -0.46 -1.61 -0.256
C -0.50 -1.79 -1.40 -0.025
C -1.72 0.18 -0.81 -0.054
C -1.04 -2.50 -0.30 -0.003
C -2.39 -0.50 0.17 -0.025
C -1.98 -1.81 0.45 -0.320
O -2.68 -2.50 1.43 0.017
H 1.07 0.28 -2.31 0.105
H -0.28 1.42 -2.54 0.096
H 0.25 -0.90 -4.31 0.056
H 0.21 -2.25 -2.10 0.117
H -1.90 1.24 -1.01 0.115
H -0.83 -3.51 -0.01 0.109
H -2.98 0.02 0.91 0.117
H -2.12 -3.09 1.92 0.091
H 0.26 0.80 -4.71 0.062
H -1.28 -0.05 -4.30 0.071
C 0.57 -0.66 3.43 -0.061
C 2.28 0.57 2.08 -0.046
C 0.93 0.39 2.43 -0.305
C 2.53 1.38 0.99 -0.033
C 1.52 2.11 0.34 -0.327
C -0.05 1.20 1.89 -0.054
C 0.24 2.14 0.91 -0.010
O 1.65 2.69 -0.87 0.045
H 3.03 0.06 2.67 0.116
H 3.59 1.55 0.79 0.113
H -0.51 -0.80 3.48 0.070
H 1.01 -0.52 4.42 0.077
H -1.03 0.91 2.27 0.110
H 2.58 2.79 -1.10 0.108
H -0.47 2.79 0.40 0.118
H 0.99 -1.63 3.06 0.087
```

Here is how they stack up, most stable first: two, one.

one:
C8H14NP | wB97M-V/def2-TZVPD

Summary:
SMILES string ... CC(C)=C=C(C)N.C=C=P
HOMO level ... -0.279 Ha
Gap between HOMO and LUMO ... 8.02 eV

Structure (XYZ):
```
24
Properties=species:S:1:pos:R:3:lowdin_charge:R:1
C -0.45 0.32 -0.18 0.000
C -1.26 -0.65 -0.49 -0.332
C 0.08 1.51 0.21 -0.425
C 2.35 -1.32 0.44 -0.568
C -0.79 -1.83 -1.29 -0.081
C -2.71 -0.74 0.07 -0.044
C 0.03 2.64 -0.73 -0.069
C 2.25 -1.30 1.72 -0.114
N 0.84 1.60 1.35 0.059
P 2.89 -1.31 -1.16 0.800
H 0.09 -2.18 -0.77 0.033
H -1.53 -2.56 -1.31 0.043
H -0.62 -1.60 -2.36 0.095
H -2.53 -0.92 1.19 0.099
H -3.26 -1.51 -0.31 0.021
H -3.32 0.18 0.01 0.078
H -0.48 2.40 -1.67 0.087
H 1.03 3.04 -1.08 0.098
H -0.41 3.55 -0.45 0.047
H 1.75 -2.06 2.21 0.028
H 0.42 1.17 2.24 0.134
H 2.60 -0.56 2.50 0.089
H 1.18 2.59 1.37 0.101
H 1.85 -0.47 -1.53 -0.179
```

two:
C8H14NP | wB97M-V/def2-TZVPD

Summary:
HOMO level (spin up / spin down) ... -0.287 / -0.291 Ha
Gap between HOMO and LUMO (spin up / spin down) ... 7.28 / 7.89 eV

Structure (XYZ):
```
24
Properties=species:S:1:pos:R:3:lowdin_charge:R:1
C -0.51 -1.05 -1.19 0.214
C -1.54 -0.43 -0.73 -0.369
C -2.83 -0.81 0.07 -0.138
C -2.66 0.48 0.75 -0.241
C -1.87 0.98 -0.42 -0.467
C 2.87 -0.08 -0.78 -0.110
C 1.33 -0.36 1.21 -0.112
C 1.88 0.55 0.16 -0.527
N 0.79 0.98 -0.84 -0.321
P -0.34 2.11 -0.60 0.815
H 0.33 -1.66 -1.63 0.088
H -3.56 -0.67 -0.81 0.140
H -2.91 -1.78 0.64 0.129
H -3.67 1.08 0.87 0.148
H -2.14 0.30 1.71 0.112
H -2.55 1.52 -1.13 0.105
H 2.51 -0.98 -1.23 0.047
H 3.16 0.57 -1.71 0.119
H 3.78 -0.20 -0.28 0.041
H 1.03 -1.35 0.89 0.044
H 0.44 0.08 1.86 0.107
H 2.26 -0.57 1.94 0.117
H 2.27 1.51 0.53 0.120
H -0.63 2.51 -1.98 -0.062
```

Here is how they stack up, most stable first: one, two.

one:
C2H10N2S | wB97M-V/def2-TZVPD

Summary:
HOMO level ... -0.330 Ha
Gap between HOMO and LUMO ... 7.45 eV

Structure (XYZ):
```
15
Properties=species:S:1:pos:R:3:lowdin_charge:R:1
N -1.34 1.09 0.51 -0.070
C -1.00 0.08 -0.49 -0.347
C 0.50 -0.10 -0.74 -0.345
N 0.68 -1.00 -1.94 -0.026
H -0.24 -0.84 1.69 0.188
H -0.69 1.06 1.28 -0.140
H -1.15 2.01 0.09 0.075
H -1.36 -0.92 -0.21 0.092
H -1.55 0.32 -1.42 0.117
H 1.04 0.85 -0.84 0.109
H 0.96 -0.63 0.10 -0.001
H 1.61 -0.91 -2.33 0.053
H 0.62 -1.99 -1.64 0.065
S 1.08 0.58 2.31 0.471
H 0.84 0.42 3.63 -0.240
```

two:
C2H10N2S | wB97M-V/def2-TZVPD

Summary:
SMILES string ... NCN.CS
HOMO level ... -0.335 Ha
Gap between HOMO and LUMO ... 9.94 eV

Structure (XYZ):
```
15
Properties=species:S:1:pos:R:3:lowdin_charge:R:1
C -0.39 -3.15 1.90 -0.518
S 1.36 -2.75 1.90 0.603
H -0.52 -3.74 1.00 0.019
H -1.08 -2.31 1.89 0.025
H -0.66 -3.73 2.78 0.024
H 1.59 -2.14 3.10 -0.153
N 0.21 2.71 -1.09 -0.029
C -0.52 3.02 -2.39 -0.368
N -1.97 3.01 -2.34 -0.007
H 0.47 1.73 -1.15 0.046
H 1.15 3.03 -1.34 0.050
H -0.15 2.27 -3.09 0.099
H -0.20 4.01 -2.70 0.094
H -2.23 3.50 -1.50 0.064
H -2.31 2.06 -2.37 0.051
```

Here is how they stack up, most stable first: two, one.